Formula: C68H176AsF30N10O16P4
Source: the OMol25 dataset
Level of theory: ωB97M-V/def2-TZVPD

Geometry as XYZ:
```
305
Properties=species:S:1:pos:R:3:forces:R:3
H 3.2513 -3.5791 0.9855 0.435 -0.970 -0.093
H -0.9416 -5.5243 -3.2391 -0.108 0.263 -0.071
H 0.8482 0.9055 3.2093 -0.020 -0.131 -0.114
F -2.5104 5.5994 -1.3617 1.269 1.303 0.426
H -1.7812 9.6504 2.6072 -0.216 0.118 0.073
H 0.6759 -3.4542 -9.5822 -0.038 0.242 -0.692
F -2.4483 6.8155 3.4654 -0.913 0.571 -0.064
H 3.7703 -14.7549 5.8695 0.805 -0.251 -0.959
C 5.4197 -13.9158 14.2612 -1.653 4.480 -1.050
H -3.1109 11.0881 8.6271 0.224 -0.001 -0.013
H 3.5373 -5.3179 1.5099 -0.190 0.326 0.539
H 6.5180 5.1857 0.0830 0.221 -0.436 -0.256
C 6.0059 5.6053 0.9242 -1.335 3.918 0.887
H 5.6862 -13.3868 8.9386 0.081 -0.552 1.314
N -6.2340 6.7219 1.0255 1.021 -1.391 -0.719
C -1.1162 9.1870 5.0918 -1.046 0.323 0.170
H 6.9823 4.5332 -6.6316 0.325 0.359 -0.516
C 4.1429 -13.4340 12.0427 -1.677 -1.934 0.353
H 2.5942 8.2723 -3.5710 0.463 0.096 -0.305
N -0.4651 -4.1171 -11.2992 -0.823 0.672 0.615
H 6.4295 -14.1155 14.4369 1.369 -2.571 -0.804
C 4.7575 6.5185 0.4429 2.183 -0.696 -0.818
N 5.6627 0.7410 -5.6869 1.668 -0.063 -1.429
O -5.8667 -3.3049 1.3991 -1.059 1.120 -0.248
H 0.0916 3.0820 -6.3646 -0.244 -0.630 0.513
H -8.9234 6.8742 0.5731 -0.256 -0.607 -0.768
H -7.1973 -1.8605 0.6804 -1.336 -0.490 0.112
C -6.4571 7.9284 3.3147 0.495 0.446 -1.136
H -1.5906 -3.3004 -15.5873 0.653 0.262 -0.176
H -3.1198 -1.4818 -8.1525 -0.001 0.354 -1.013
F -0.6616 -4.6558 2.7492 0.090 -0.104 0.516
O -3.4028 -0.1687 2.6147 -1.041 -0.893 0.219
H -2.4399 -4.6884 3.6358 -0.384 0.153 0.299
H -5.4082 -5.1440 5.7262 0.164 -0.254 0.628
H 6.6679 6.3122 1.5174 -0.528 -0.997 -0.791
C 5.0414 -15.2732 9.3352 1.126 0.359 -0.679
H 4.4893 -14.3445 14.5781 0.273 -1.288 0.106
C -1.9408 8.5839 6.1804 0.864 -0.199 2.470
H 0.5070 6.7799 -3.1571 -0.465 -0.198 -0.297
H -0.9960 -2.2242 -8.5068 0.133 0.645 0.996
F 4.4353 0.6450 -0.7153 0.233 -1.113 0.492
C 2.9108 7.6743 1.1801 -1.629 1.748 -0.221
H 3.8799 -16.1508 7.8165 -0.216 0.401 0.231
H 5.9335 -15.5928 8.7604 -0.550 -0.051 0.089
H 5.1810 7.3869 -0.0793 0.160 -0.052 0.053
H -5.6439 -1.2147 0.8731 0.045 -1.064 0.156
N 1.7464 -5.9729 -2.9856 0.011 0.722 -0.846
C -6.9011 7.7518 1.8570 0.417 1.396 -0.692
H -5.9986 -3.8319 3.5283 0.082 -0.966 0.059
F 2.8602 2.0734 0.2109 0.357 -0.363 0.082
O -1.3394 -3.2931 -13.4815 0.304 0.610 -1.309
H 1.7990 4.2224 -2.3088 0.083 -0.679 0.245
H 2.2997 -14.5216 6.2694 -2.417 0.048 1.135
H -5.6089 9.0435 8.2372 1.053 -0.125 -0.257
H 5.1421 -12.1531 10.6891 -0.868 0.418 0.068
C 3.7304 -4.5686 0.7522 -2.837 -0.492 -0.009
O -0.8281 2.0071 -4.7946 -1.596 0.311 0.613
H -0.6697 -1.2502 1.5644 0.076 0.625 0.767
F -3.5222 3.7181 -0.4224 -0.476 -0.920 2.003
C 0.0894 -3.0970 -13.5516 -0.894 -1.975 -0.044
C 2.2410 -4.5207 -2.5241 -1.213 -0.916 -0.220
H 1.1065 -8.6142 -2.9682 -0.510 -0.407 0.707
O -2.4986 -2.6622 -9.8428 -0.865 0.867 0.482
H -2.4503 1.0439 -0.2738 0.229 0.502 -0.559
F -1.3986 -5.6756 0.8250 0.362 0.713 -0.314
H -1.4479 -3.9488 -11.6943 1.494 -0.087 0.269
H -0.1755 -3.9338 -3.3827 0.097 -0.788 -0.783
H 8.1619 -3.4197 -6.1587 -0.716 -0.929 0.718
H 3.7527 -14.5261 12.0687 0.266 1.525 -0.130
H -1.9069 9.2590 7.0804 -0.069 -0.809 -0.748
H 5.9627 0.1628 -3.7290 -0.495 -0.200 0.599
As -3.1904 4.1898 -1.9874 0.761 -1.635 -2.409
P -0.2955 -4.4712 1.1880 -0.544 0.517 0.049
H -2.6835 1.1500 -4.9733 -0.383 -0.077 0.384
H -7.0804 -4.7607 5.4092 -0.274 0.350 0.354
C 0.0379 -0.3092 -1.0536 0.029 0.755 -1.501
C 1.3207 6.1524 -2.7736 -0.569 2.481 0.459
H -4.6938 10.7238 3.4671 -0.346 -0.301 -0.194
H 2.3488 -3.9677 -3.4327 0.563 0.116 -0.638
O 5.2378 -13.2964 12.8634 2.302 -0.336 1.182
H 1.3927 -4.0554 -2.0457 -0.222 -0.271 0.380
H 2.0512 7.0842 0.7761 0.642 0.202 0.372
C 6.4018 3.9511 2.7857 1.742 1.408 -0.106
H -0.9835 -4.7374 -4.7674 -0.172 0.237 -0.791
C -4.7717 7.0595 0.7689 -1.035 -0.229 0.035
H -3.1859 -8.4956 3.0008 -0.026 0.386 0.126
H 5.5717 -13.0492 14.9573 -1.303 0.264 -0.614
H -3.8513 -3.5913 4.1295 0.822 -0.408 0.176
F -1.4630 -3.3827 1.1239 -0.743 0.686 -0.278
H 4.7948 3.6056 4.1672 0.809 -0.146 -0.144
C -8.4110 6.3066 -0.2214 0.043 -1.779 0.569
C -6.9619 6.6796 -0.2900 0.406 0.728 -0.133
H -1.5193 7.5710 6.3985 -0.481 0.972 0.152
H -0.9523 8.4525 4.3638 0.105 -0.972 -1.564
C -4.4013 -6.8392 3.4806 0.793 0.182 0.672
H -0.8733 11.1575 2.8815 0.606 0.211 -0.059
H 1.5874 -5.2100 -4.8586 0.849 0.797 -1.356
H -0.0076 4.9437 -4.3505 0.088 -0.606 0.006
C -2.0394 -2.8699 -14.7021 -0.772 -0.396 0.907
H 1.5420 6.7331 -1.8538 0.124 -0.961 0.134
F 0.7832 -5.5774 1.3132 1.279 -0.802 -0.463
F -4.2408 5.6882 4.4491 0.328 -0.161 -0.778
C 3.2138 -14.0570 6.4758 1.950 -1.534 -2.468
H -7.9583 7.5836 1.7249 -0.125 -0.246 0.810
C 8.3634 -2.3871 -6.0174 -1.172 2.418 -0.734
H 0.0459 -2.1963 -10.7406 -0.031 0.378 0.390
H -0.4538 -5.0389 -10.8568 -0.029 0.026 -0.405
H -0.4379 -7.8200 -3.1970 0.089 0.132 0.289
H 0.3697 -2.0823 -13.4543 0.188 1.226 0.258
H -4.2945 7.0117 6.9691 0.190 0.245 0.282
C -5.3818 10.0958 2.8810 1.572 -1.309 -0.150
H -6.3752 6.0959 -0.9875 0.008 -0.273 0.015
H 5.1546 -0.1177 -5.9736 0.248 0.020 0.717
H 3.3214 -12.7597 12.3881 0.213 -0.488 -0.423
C 3.8281 -15.2170 8.4221 -1.991 -2.059 1.624
H 3.5577 -6.0926 -4.0617 -0.278 -0.173 -0.260
H -3.0321 -3.3645 -14.6930 0.458 0.579 0.442
C -6.1904 -2.1629 0.5919 2.404 0.565 -0.485
H 6.9439 1.5382 -4.1463 -0.219 -0.349 -0.487
H -2.3974 -7.0583 2.5284 0.195 0.655 -0.403
H 4.7354 4.9199 2.4149 -1.197 1.333 0.419
H 0.5879 0.0366 -1.9737 -0.597 -0.560 0.742
H 0.1263 4.6061 -1.7541 0.752 0.498 -0.282
C -0.5813 -0.2859 2.1204 3.144 -0.571 -1.846
H -4.2732 -0.7167 4.3337 0.106 1.008 0.048
C 5.7932 0.8824 2.7011 -0.980 1.049 1.313
H 1.4825 -3.8274 -11.7747 0.101 0.835 -1.005
F -2.2767 5.7528 5.5233 0.202 -0.184 -1.144
C -6.2710 5.4113 1.7220 -0.895 0.225 0.994
H 6.3452 -14.1195 10.3379 0.368 0.700 0.591
H -3.2990 -5.3426 1.4666 0.335 -0.328 0.249
H -6.3782 10.3943 3.0472 -1.221 0.715 0.039
F -2.8604 3.7668 4.5390 -0.006 1.146 -1.019
H -7.1867 5.4528 2.2818 -0.555 -0.343 0.357
H -6.4959 -5.4607 2.8507 -0.107 0.702 0.956
H 4.3224 -4.8615 -1.9911 0.442 -0.006 -0.399
H 6.9701 4.1871 -8.4238 -0.128 0.245 0.261
H -2.1438 -1.7673 -14.7253 0.171 -0.681 -0.140
C 3.2367 7.3828 -3.4380 -1.070 1.176 -1.442
H -6.2722 6.9451 3.7685 0.061 0.536 0.148
F -0.0401 -4.1912 -0.4152 0.092 -0.466 0.767
H 8.1698 -1.9688 -7.0506 0.895 -0.094 1.005
H 3.5807 -12.7865 9.9753 0.618 -0.484 0.129
H -8.8763 6.4538 -1.1863 -0.117 0.404 -0.134
H 3.6092 -3.3540 -1.4715 -0.168 0.110 0.400
F 2.3646 0.1971 -4.9300 -0.716 -0.777 -0.262
H -6.6444 -6.4013 5.1834 0.552 0.062 0.077
H 3.1111 8.5230 0.4889 0.275 -0.664 -0.077
H -3.7686 12.2538 7.4398 0.308 0.213 -0.435
O 7.3873 -1.6924 -5.1357 0.493 -0.163 0.073
H 7.0231 3.2713 2.2043 0.689 0.615 -0.098
C -6.1354 4.1561 0.9658 1.074 -1.391 -1.647
C 0.8906 4.7440 -2.5464 0.385 0.096 1.036
C -4.5491 -3.7087 1.2951 1.479 -0.512 -0.844
C -1.7622 1.2158 -5.5106 2.145 -0.723 -1.249
H -1.3798 -3.9567 -8.6788 -0.175 0.012 0.396
F -1.6195 3.2880 -1.8271 -0.498 0.223 0.021
H -1.9027 1.6392 -6.5221 -0.287 -0.042 0.374
C -5.9353 -4.9330 3.6614 1.064 -0.875 -0.386
H -4.2488 6.3613 0.1197 -0.361 -0.576 0.369
H -4.9870 -5.8212 1.2839 0.116 0.245 0.169
H 4.2952 1.9411 -4.5100 0.555 -0.471 0.078
H 1.6676 -0.1294 2.0688 -0.157 -0.502 0.069
H 0.2199 -6.0855 -1.5432 -0.554 0.647 0.103
C 1.0991 3.1263 -4.4852 0.744 -0.936 1.296
H 3.6311 7.5354 -2.4469 0.387 -0.812 0.622
F 5.0564 2.7008 0.0006 0.523 0.205 0.823
H -4.1773 1.1530 4.0051 0.761 -0.368 0.702
O -4.3610 10.3276 7.1538 0.055 -0.126 -0.503
F -3.9718 2.7494 -2.6051 0.526 0.555 0.160
C 0.2944 2.3832 -5.5002 -0.221 0.402 -0.862
N -0.8470 0.7691 1.0978 0.004 1.116 -0.514
C -3.9679 11.3734 8.0197 -0.674 -0.147 0.625
H -1.0097 -0.4932 -1.3111 0.353 0.024 -0.208
H 6.6811 1.0160 2.1589 1.200 0.641 -1.067
H 2.6616 8.2010 2.0952 -0.710 -0.170 0.152
C 3.4168 -4.4183 -1.6058 -0.607 -1.686 0.647
H -6.7641 8.6844 1.2641 0.144 -0.301 0.691
N -3.3175 8.4532 5.7661 -0.983 -0.582 -0.869
H -5.5303 4.2865 0.0430 -0.635 -0.038 0.515
H 6.3222 0.9133 -6.5152 -1.417 0.345 1.010
F 2.8062 1.5161 -2.0333 0.338 0.309 0.214
N 5.4951 -13.9117 9.8370 -2.388 -0.142 -1.766
H -3.8770 -2.9551 -8.3132 -0.293 -0.866 0.096
H -2.4201 -7.5625 4.2356 -0.624 0.630 -0.613
C -0.3542 -4.8968 -3.9211 0.553 -0.676 1.295
H -4.3623 -1.7986 -9.4451 -1.020 0.981 -1.265
F 3.3408 -1.5668 -3.9823 0.790 -0.069 0.938
F -1.1387 5.0661 3.5461 -1.103 -0.759 0.366
C -0.8510 2.1559 1.7029 1.083 -1.044 0.546
H -5.2332 7.9698 5.8908 -0.653 0.442 0.407
C -1.3094 -2.9862 -9.1800 -0.286 -0.560 -1.310
O 5.8593 2.9735 -7.2117 -1.008 1.009 0.075
F -3.2650 4.8662 2.4757 0.530 0.220 1.310
C -4.3445 0.1344 3.6266 0.777 -0.092 1.071
H -4.2650 0.7840 1.0012 -0.994 -0.033 -0.385
H -5.1262 -7.2519 2.7967 -0.211 -0.316 -0.105
H -1.2769 2.0955 2.6801 -0.681 0.076 0.532
C 0.9061 -5.7333 -4.2675 -1.196 0.275 2.082
H 5.6000 5.0500 -7.5890 -0.042 -0.372 -0.284
P -2.7083 5.3037 3.9715 0.914 -1.159 1.054
H 0.7904 1.4787 -5.8918 0.329 0.524 0.134
C -6.2540 -5.3837 5.1107 -0.727 0.515 -1.713
C -4.4478 8.0408 6.6348 0.381 -0.292 0.870
C -1.7260 10.5797 3.1847 -0.926 0.142 1.117
H -0.6297 3.7096 -3.4177 1.265 0.265 -0.831
H 9.3790 -2.2886 -5.6458 0.081 0.306 -0.151
H 6.3053 2.7170 4.5082 -0.335 -0.100 -0.581
C -3.0279 -7.4419 3.3040 0.484 -2.041 0.606
H 0.7712 -5.0294 -12.7472 -0.349 0.000 -0.334
O -1.7494 10.3373 4.6009 0.187 -0.074 -0.113
H -5.4779 5.4136 2.4128 0.862 0.396 1.007
P 2.3351 -1.4440 -5.1770 -1.427 0.519 -1.141
P 3.9353 2.0923 -1.0029 -1.450 1.093 -0.583
F 1.0118 -1.5998 -4.2179 1.176 -0.200 0.077
H -3.2553 1.7533 2.0850 -0.189 0.222 -0.449
C 0.9774 -6.7352 -1.9134 -0.020 0.260 -0.877
H -7.0784 3.6775 0.7088 0.005 0.067 -0.056
H -3.7931 8.8879 8.5254 -0.465 0.022 -0.107
F 3.4353 3.6185 -1.3019 0.003 0.243 -0.035
H 2.7622 -7.7216 -3.8784 -0.237 0.709 0.193
C -3.3858 0.7752 1.6055 2.105 0.441 -0.387
C 0.8058 -0.0833 2.7318 -0.552 0.698 0.482
C -2.2250 0.4700 0.6041 -1.036 -0.120 0.419
F 0.7973 -3.3063 1.5771 -0.522 -0.397 -0.392
H 4.1744 5.9930 -0.3108 -0.346 -0.436 0.068
H -2.2397 -0.5911 0.3252 -0.149 0.269 0.214
H 5.0476 3.8328 1.2459 0.459 0.794 0.681
H -1.2902 -0.1939 2.8721 -1.411 -0.014 1.090
F 3.5029 -1.2055 -6.3026 0.614 0.105 0.316
O 4.0129 6.9421 1.5272 1.249 -1.338 0.525
H 1.2023 0.6494 0.3995 -0.459 0.592 0.049
H -4.7186 -7.0119 4.5132 -0.062 -0.005 -0.388
H -5.0945 10.1957 1.7870 -0.372 -0.424 1.230
O 5.0166 2.0826 2.9468 0.307 -1.665 -0.574
C 2.9500 -6.7353 -3.4213 0.335 0.273 0.293
N 5.4814 4.6164 1.8384 -0.428 -3.157 -1.135
H 1.6461 -6.8335 -1.0774 0.439 -0.479 0.157
H 0.4483 -3.4720 -14.5367 0.037 0.171 0.747
O 3.8523 -14.0992 7.6796 1.022 2.759 1.177
H -3.3446 7.7531 5.0206 0.056 0.503 -0.511
H 4.9648 -15.9600 10.1581 -0.403 -0.144 0.417
C -4.3034 -5.1265 1.7943 -0.440 0.636 -0.759
C 4.4637 -13.0134 10.5950 2.036 0.265 0.952
H 2.8258 -15.2087 8.9909 1.405 -0.527 -0.371
H -3.6276 9.3739 5.4484 0.288 0.064 -0.541
H 6.9378 4.7912 3.3355 -0.276 -1.330 -0.709
H -6.8731 7.7040 -0.5805 -0.003 0.752 -0.714
H 5.1361 0.2642 2.1762 -0.862 -1.058 -0.938
C 6.3743 4.2745 -7.5113 0.804 -0.325 0.063
H -4.7943 11.6246 8.6816 -0.074 0.004 0.259
H -0.1576 -8.4607 -1.5771 0.441 -0.460 -0.464
C 0.2206 0.7875 -0.0566 -0.728 -0.126 0.597
H -5.5131 3.4313 1.5341 -0.561 0.485 -0.107
N -4.4524 -5.3668 3.2415 -1.032 0.630 1.570
C 0.5997 -4.0110 -12.4049 -0.340 -0.965 1.124
O 3.0677 -5.1687 -0.4070 1.487 2.052 -0.245
H -4.2050 -3.7948 0.2376 -0.451 0.191 0.229
H 6.0747 0.4018 3.6200 -0.055 -0.132 0.737
C 5.6486 3.0605 3.6750 -1.326 0.656 2.408
H -2.6192 11.2144 3.1153 0.316 -0.261 -0.852
C -0.1837 -3.0925 -10.1755 0.092 -0.968 -0.647
C 7.7666 -0.3594 -4.7326 -0.221 -0.995 -1.226
H 3.3701 -13.1232 6.0004 -0.332 1.057 -0.036
O -5.2549 8.7223 3.4242 -0.389 0.437 -0.532
F 2.5181 -3.0454 -5.4122 -0.705 0.078 0.005
F -2.5852 4.5999 -3.5774 -0.387 0.051 0.137
C -4.5822 9.0798 7.7719 -0.634 -0.305 -0.219
H 5.8447 3.5374 -5.2997 -0.001 0.566 0.681
H -4.3265 7.1719 1.7419 0.443 0.170 0.083
H -0.1935 9.3498 5.5600 1.707 0.819 0.456
H -3.4643 -5.0583 5.0774 0.189 -0.263 0.774
F 1.2633 -1.3544 -6.4046 0.315 0.267 0.094
H -4.8281 7.9459 0.1996 0.312 1.419 -0.326
H -5.3777 0.2527 3.4008 -1.109 -0.616 -1.396
H 1.4147 2.4556 -3.6681 -0.074 0.004 -0.475
C -3.5283 -2.1515 -8.9379 2.315 -1.343 1.569
H 8.4708 -0.3395 -3.9088 -0.258 -0.167 0.652
N 0.2922 4.1568 -3.7488 -1.833 -0.137 -1.062
H 3.7469 1.4806 -6.0179 -0.483 -0.259 -0.983
H 0.1523 2.5188 1.8884 0.327 -0.160 -0.443
H 3.5090 -6.8397 -2.5169 0.576 -0.582 0.514
H -3.8013 -3.0216 1.7159 -0.384 0.191 0.337
H -8.4672 5.1931 -0.0692 -0.335 1.100 0.261
H 1.9996 3.4955 -4.9409 0.285 0.888 0.051
H 8.3176 0.0937 -5.5142 0.894 0.442 -1.316
F -4.6489 5.0624 -2.1344 -0.790 0.185 -0.334
H 4.3105 3.8579 -6.1388 -0.718 0.600 -0.036
H 0.8610 -0.7656 3.5613 0.475 -0.571 0.140
H 0.5010 -1.2029 -0.7163 0.247 -1.024 0.235
C 0.3411 -8.0159 -2.4492 0.372 0.544 -0.088
H -1.3657 2.8184 1.0629 -0.669 0.699 -0.685
O 2.3935 6.2712 -3.6659 0.831 -1.344 0.197
C 4.6333 1.8248 -5.5476 -0.207 0.507 0.918
C 5.1176 3.1749 -6.0095 1.519 -2.200 -0.516
F 5.0024 2.2790 -2.1697 0.375 -0.280 -1.036
H 0.1434 1.7631 -0.5482 -0.105 -0.098 0.433
H -1.2211 0.2365 -5.6524 -1.060 0.407 0.090
C 6.5859 0.5557 -4.5043 -0.496 -0.268 0.889
H -5.8919 -2.3572 -0.4634 -0.481 0.009 0.522
H 4.0162 7.3645 -4.2211 -0.348 0.053 0.619
C -3.4248 -4.6144 4.1135 -1.349 0.378 -1.983
H -7.2972 8.4375 3.7879 0.026 -0.011 0.365
H 0.6538 -6.7017 -4.7161 0.118 0.279 0.249
H 4.7717 -4.4853 0.6901 1.684 0.206 -0.733
```
Forces are in eV/Å.

Properties
DFT total energy = -300526.8971 eV
Maximum force = 0.09509 Eh/bohr
Charge = +5
Frontier orbital gap = 0.352 Eh